[1]
The following is a quantum chemistry calculation of a cluster of 10 separate species, C4H27NO9 in total, from the Open Molecules 2025 dataset.

```
41
Properties=species:S:1:pos:R:3:forces:R:3
C -3.239 2.079 0.396 1.1 0.7 0.6
C -2.041 2.367 1.293 -0.2 0.2 0.2
C -1.369 1.366 1.845 0.3 -1.6 0.4
N -0.226 1.313 2.641 0.7 1.1 -0.3
C 0.018 0.259 3.598 -0.6 0.0 0.6
H -3.023 1.164 -0.152 -0.6 -0.3 0.3
H -4.071 2.103 1.098 -0.6 -0.6 -0.6
H -3.402 2.828 -0.377 0.1 0.2 0.2
H -1.882 3.376 1.664 0.2 0.1 -0.4
H -1.653 0.323 1.699 -0.4 0.2 -0.6
H 0.162 2.201 2.910 -0.1 0.2 0.1
H 0.383 -0.680 3.177 0.0 0.1 -0.3
H 0.749 0.613 4.323 0.1 -0.1 -0.1
H -0.881 0.016 4.178 0.0 0.0 0.0
O 0.328 -2.621 -2.497 0.3 0.8 0.3
H 0.563 -2.123 -1.692 -0.5 -0.5 0.5
H 0.480 -1.873 -3.076 0.2 -0.2 -1.3
O -2.077 -1.150 -2.318 -0.8 1.7 -0.4
H -1.171 -1.395 -2.532 -0.5 -1.2 0.6
H -2.629 -1.855 -1.982 0.5 -0.6 -0.3
O 3.080 -1.438 -0.471 0.0 -0.3 0.3
H 2.262 -1.945 -0.573 0.1 -0.4 -0.1
H 3.411 -1.800 0.360 0.3 0.3 0.0
O 3.107 0.218 2.111 -1.0 0.6 0.6
H 2.974 1.060 2.574 0.9 0.1 -0.2
H 2.176 -0.038 2.182 0.1 -0.7 -0.5
O 0.587 2.708 -0.979 0.6 -0.1 0.3
H 1.340 2.135 -1.192 -0.3 0.0 -0.6
H 0.542 2.514 -0.039 -0.6 0.2 0.3
O -0.135 0.612 -3.977 -0.3 -0.1 0.1
H -0.091 1.572 -3.921 0.2 0.0 0.0
H -0.819 0.405 -3.325 -0.1 0.1 -0.1
O 1.398 0.110 -1.694 0.9 -0.1 -0.3
H 2.274 -0.130 -1.329 -0.3 0.0 0.2
H 1.472 -0.133 -2.628 -0.2 0.6 0.0
O 1.435 -3.790 -0.261 0.6 0.0 0.4
H 0.746 -3.690 0.402 -0.3 -0.1 -0.3
H 1.044 -4.029 -1.106 -0.3 0.0 0.1
O -0.487 -1.241 -0.172 0.4 -0.4 1.0
H 0.054 -0.486 0.089 -0.2 0.1 -0.2
H -1.390 -0.926 -0.247 0.0 0.2 -0.3
```
Positions in Å, forces in eV/Å.

Calculated values
Lowest unoccupied orbital energy ... 0.2856 eV
Energy above the lowest of the compared OMol25 structures with the same formula, charge and spin ... 2.943 eV
Frontier orbital gap ... 8.5677 eV

Just the natural (NBO) charges please, in e? Sure, here they are:
1 C -0.629
2 C -0.273
3 C -0.018
4 N -0.642
5 C -0.418
6 H 0.214
7 H 0.215
8 H 0.220
9 H 0.199
10 H 0.169
11 H 0.374
12 H 0.184
13 H 0.210
14 H 0.191
15 O -0.960
16 H 0.501
17 H 0.465
18 O -0.991
19 H 0.491
20 H 0.486
21 O -0.970
22 H 0.488
23 H 0.489
24 O -0.922
25 H 0.461
26 H 0.462
27 O -0.948
28 H 0.483
29 H 0.460
30 O -0.965
31 H 0.485
32 H 0.484
33 O -1.001
34 H 0.505
35 H 0.483
36 O -0.970
37 H 0.484
38 H 0.500
39 O -0.978
40 H 0.491
41 H 0.491



[2]
The following is a quantum chemistry calculation of a cluster of 9 separate species, C4H27NO9S in total, from the Open Molecules 2025 dataset.

```
42
Properties=species:S:1:pos:R:3:forces:R:3
C -2.345 -1.124 1.614 -0.3 -1.3 0.0
C -0.905 -0.953 1.166 0.8 -0.2 -0.6
C -0.205 -2.278 0.819 -0.6 -1.0 0.2
S 0.665 -3.162 2.191 -0.3 0.5 -0.2
N -0.777 -0.117 -0.036 -0.2 1.3 -0.5
C -0.654 1.298 0.188 0.2 -0.9 1.5
O -1.864 1.998 0.594 -0.5 0.0 -0.4
H -2.764 -0.303 2.194 -0.1 0.2 -0.3
H -2.920 -1.396 0.727 -0.2 0.7 0.0
H -2.541 -2.026 2.205 0.6 0.1 0.4
H -0.257 -0.474 1.893 -0.3 0.2 0.1
H 0.498 -2.132 0.010 0.2 0.1 0.1
H -0.972 -2.995 0.521 0.1 0.1 -0.3
H 0.469 -4.386 1.684 0.0 0.1 0.1
H -1.496 -0.207 -0.753 -0.1 -0.8 0.4
H -0.333 1.791 -0.720 0.1 0.2 0.0
H 0.021 1.393 1.044 0.4 0.4 -0.5
H -2.299 1.598 1.357 0.4 -0.1 0.0
O -0.292 -2.069 -2.946 1.0 -0.5 -0.5
H -0.148 -1.726 -2.060 -0.8 0.3 0.0
H -1.111 -1.801 -3.361 -0.2 0.4 0.6
O 1.434 0.329 3.060 0.3 -0.6 0.4
H 0.819 -0.356 3.359 -0.2 0.3 0.0
H 2.259 -0.098 3.329 0.2 0.4 -0.2
O -2.659 2.820 -1.847 -0.3 -0.4 -0.3
H -2.162 3.643 -1.856 0.0 -0.1 0.2
H -2.550 2.428 -0.961 0.2 0.6 -0.1
O 2.855 -1.182 -0.315 0.0 0.0 -0.2
H 3.813 -1.146 -0.419 0.0 -0.6 -0.2
H 2.546 -0.861 -1.184 0.2 -0.1 0.2
O 3.713 1.224 0.819 -0.1 -0.1 0.3
H 3.894 0.326 0.502 -0.1 0.5 0.0
H 2.870 1.058 1.266 -0.1 0.2 0.0
O -3.572 -0.245 -1.167 -0.2 0.9 -0.3
H -3.599 0.500 -0.547 0.0 -0.4 0.3
H -3.717 0.256 -1.984 0.0 -0.4 -0.2
O 2.597 -0.100 -3.025 0.5 -0.2 0.3
H 1.723 -0.486 -3.117 -0.4 0.1 -0.2
H 2.519 0.758 -2.594 -0.3 0.1 -0.1
O 2.417 3.269 -0.899 -0.2 0.0 -0.2
H 2.037 4.069 -0.519 0.2 -0.2 0.1
H 2.989 2.864 -0.233 0.0 -0.1 0.1
```
Positions in Å, forces in eV/Å.

Calculated values
Lowest unoccupied orbital energy ... 0.2551 eV
Energy above the lowest of the compared OMol25 structures with the same formula, charge and spin ... 0.346 eV
Frontier orbital gap ... 9.5731 eV

Just the natural (NBO) charges please, in e? Sure, here they are:
1 C -0.651
2 C -0.088
3 C -0.488
4 S -0.084
5 N -0.669
6 C 0.079
7 O -0.787
8 H 0.199
9 H 0.237
10 H 0.228
11 H 0.201
12 H 0.229
13 H 0.213
14 H 0.139
15 H 0.393
16 H 0.200
17 H 0.175
18 H 0.481
19 O -0.969
20 H 0.485
21 H 0.485
22 O -0.942
23 H 0.471
24 H 0.480
25 O -0.986
26 H 0.473
27 H 0.487
28 O -0.957
29 H 0.458
30 H 0.493
31 O -0.965
32 H 0.475
33 H 0.484
34 O -0.947
35 H 0.472
36 H 0.485
37 O -0.959
38 H 0.488
39 H 0.489
40 O -0.973
41 H 0.469
42 H 0.498



[3]
The following is a quantum chemistry calculation of a cluster of 10 separate species, C4H28N2O10 in total, from the Open Molecules 2025 dataset.

```
44
Properties=species:S:1:pos:R:3:forces:R:3
C -0.452 -3.362 1.169 1.0 0.6 -0.8
N 0.304 -2.117 1.381 -0.4 -0.4 0.1
C -0.370 -0.969 1.453 -1.4 1.2 -1.4
O -1.587 -0.840 1.233 0.2 -1.0 0.1
C 1.700 -2.229 1.779 0.5 1.2 -0.9
C 2.655 -1.699 0.667 0.0 1.5 0.0
N 2.234 -0.361 0.193 0.3 -0.2 -0.5
H -1.279 -3.197 0.485 -0.4 0.2 0.6
H -0.715 -3.745 2.147 -0.4 -0.6 -0.2
H 0.195 -4.013 0.572 0.1 -0.3 0.6
H 0.120 0.010 1.473 1.2 -0.7 1.0
H 1.862 -1.522 2.593 0.0 -0.4 0.4
H 1.882 -3.260 2.050 0.2 -0.1 0.3
H 3.618 -1.359 1.056 0.1 -1.1 0.6
H 2.890 -2.400 -0.132 -0.4 0.1 -0.2
H 2.148 0.244 0.999 0.0 0.3 -0.2
H 1.444 -0.244 -0.431 -0.3 -0.5 0.2
O 2.608 2.017 -1.893 0.9 -1.1 0.4
H 3.570 1.902 -1.925 0.0 0.9 -0.4
H 2.485 1.182 -1.405 -0.8 0.1 0.0
O 0.656 2.852 1.217 0.4 0.2 0.3
H 0.117 2.334 0.613 0.1 0.3 0.2
H 0.577 3.714 0.791 0.1 0.0 0.0
O -1.652 -1.792 -1.805 -0.5 -0.5 -0.6
H -0.947 -2.439 -1.874 -0.1 -0.1 0.4
H -2.080 -1.833 -0.942 0.2 -0.1 0.1
O 0.062 3.120 -1.292 -0.5 1.0 0.0
H -0.546 2.394 -1.084 0.8 0.0 -0.7
H 0.982 2.824 -1.244 -0.3 -0.4 -0.4
O 0.692 1.470 3.397 -0.1 -0.1 0.1
H 0.508 2.210 2.775 0.2 -0.3 0.2
H -0.004 1.483 4.058 0.0 0.0 0.0
O -0.379 0.430 -1.574 1.8 0.7 0.5
H -0.855 0.162 -0.792 -0.7 -0.7 -0.4
H -0.819 0.112 -2.380 -0.3 0.3 0.4
O -3.045 1.083 -1.579 -0.5 -0.3 0.1
H -2.587 1.782 -1.088 -0.2 0.0 -0.2
H -3.656 1.473 -2.202 -0.3 0.6 0.2
O -1.891 1.867 0.714 0.3 1.8 -0.6
H -1.275 1.139 0.790 -1.2 -0.8 0.7
H -2.782 1.683 1.013 0.3 -0.9 0.3
O -1.865 0.151 -3.885 0.1 0.0 -0.7
H -1.867 -0.773 -3.621 -0.3 -0.2 0.0
H -2.658 0.516 -3.473 0.5 -0.2 0.1
```
Positions in Å, forces in eV/Å.

Calculated values
Lowest unoccupied orbital energy ... 0.2653 eV
Energy above the lowest of the compared OMol25 structures with the same formula, charge and spin ... 3.767 eV
Frontier orbital gap ... 9.8039 eV

Just the natural (NBO) charges please, in e? Sure, here they are:
1 C -0.411
2 N -0.428
3 C 0.521
4 O -0.704
5 C -0.237
6 C -0.234
7 N -0.887
8 H 0.218
9 H 0.213
10 H 0.203
11 H 0.153
12 H 0.216
13 H 0.213
14 H 0.212
15 H 0.197
16 H 0.370
17 H 0.390
18 O -0.952
19 H 0.470
20 H 0.483
21 O -0.963
22 H 0.475
23 H 0.505
24 O -0.971
25 H 0.477
26 H 0.501
27 O -0.984
28 H 0.477
29 H 0.498
30 O -0.995
31 H 0.506
32 H 0.464
33 O -1.002
34 H 0.463
35 H 0.520
36 O -0.972
37 H 0.502
38 H 0.464
39 O -0.978
40 H 0.483
41 H 0.506
42 O -0.944
43 H 0.483
44 H 0.478



[4]
The following is a quantum chemistry calculation of a cluster of 9 separate species, C4H28N2O8 in total, from the Open Molecules 2025 dataset.

```
42
Properties=species:S:1:pos:R:3:forces:R:3
C 0.647 1.142 0.577 0.3 0.7 -0.3
C -0.011 -0.001 -0.176 0.7 -0.9 0.4
C 0.074 0.291 -1.665 -0.4 -1.5 -1.0
N 0.589 -1.367 0.036 1.1 0.4 0.2
C 1.350 -1.605 1.268 0.3 0.0 0.8
N 0.991 -2.804 2.005 -0.2 0.0 0.2
H 0.223 2.086 0.224 -0.4 -0.1 0.4
H 1.696 1.291 0.313 0.1 -0.5 -0.1
H 0.572 1.072 1.661 -0.2 0.1 0.0
H -1.013 -0.147 0.211 -0.3 0.6 -0.3
H 1.082 0.613 -1.907 -0.2 0.8 0.1
H -0.763 0.857 -2.078 0.3 0.8 0.3
H 0.005 -0.615 -2.300 -0.1 0.2 0.9
H 1.285 -1.503 -0.690 -0.4 0.0 -0.3
H 1.301 -0.778 1.967 -0.6 0.2 0.2
H 2.435 -1.641 1.136 0.0 -0.2 -0.8
H 0.195 -2.662 2.613 0.0 0.0 -0.1
H 0.778 -3.581 1.393 0.1 0.0 -0.1
O -0.892 -2.402 -2.662 0.2 0.3 0.1
H -0.845 -3.325 -2.400 -0.4 -0.1 -0.2
H -1.664 -2.218 -3.201 -0.1 -0.6 -0.2
O -3.086 -0.573 -0.808 0.3 -0.6 -0.3
H -2.773 -1.265 -0.202 -0.5 0.1 0.5
H -2.685 -0.920 -1.615 -0.1 0.4 -0.2
O -2.691 2.201 0.230 -0.1 -0.1 0.0
H -2.257 1.547 -0.333 0.0 0.0 0.1
H -3.590 1.851 0.262 0.0 0.1 0.0
O 3.518 1.302 -1.985 -0.3 0.0 -0.1
H 2.706 1.714 -2.339 0.5 -0.1 0.3
H 3.591 1.724 -1.119 0.1 -0.1 0.0
O -3.347 0.130 3.223 0.1 -0.2 0.1
H -3.002 1.025 3.144 0.0 0.0 -0.2
H -3.491 -0.179 2.322 0.0 0.2 -0.1
O 3.636 2.039 1.684 0.0 -0.2 0.2
H 2.800 1.752 2.069 -0.1 0.1 -0.1
H 4.291 1.624 2.257 0.1 0.1 -0.1
O -2.316 -2.395 1.430 0.2 0.2 -0.4
H -2.362 -2.017 2.312 -0.1 0.1 0.3
H -1.437 -2.140 1.103 0.1 -0.3 0.0
O 1.590 3.203 -2.336 0.2 -0.2 0.7
H 0.733 2.954 -2.689 0.1 0.4 -0.5
H 2.139 3.717 -2.933 -0.5 0.1 -0.4
```
Positions in Å, forces in eV/Å.

Calculated values
Lowest unoccupied orbital energy ... 0.1774 eV
Energy above the lowest of the compared OMol25 structures with the same formula, charge and spin ... 2.149 eV
Frontier orbital gap ... 9.5234 eV

Just the natural (NBO) charges please, in e? Sure, here they are:
1 C -0.649
2 C -0.062
3 C -0.672
4 N -0.670
5 C -0.077
6 N -0.841
7 H 0.233
8 H 0.218
9 H 0.197
10 H 0.188
11 H 0.223
12 H 0.204
13 H 0.257
14 H 0.368
15 H 0.175
16 H 0.178
17 H 0.350
18 H 0.360
19 O -0.955
20 H 0.491
21 H 0.475
22 O -0.965
23 H 0.491
24 H 0.468
25 O -0.951
26 H 0.479
27 H 0.471
28 O -0.969
29 H 0.480
30 H 0.474
31 O -0.954
32 H 0.482
33 H 0.473
34 O -0.939
35 H 0.470
36 H 0.472
37 O -0.966
38 H 0.484
39 H 0.487
40 O -0.962
41 H 0.492
42 H 0.492



[5]
The following is a quantum chemistry calculation of a cluster of 10 separate species, C4H29N3O9 in total, from the Open Molecules 2025 dataset.

```
45
Properties=species:S:1:pos:R:3:forces:R:3
C 1.756 1.005 -0.140 -2.4 3.1 -2.8
C 1.539 -0.234 0.609 -0.7 -2.3 1.1
C 0.131 -0.930 0.402 0.8 0.6 1.5
N -0.097 -1.903 -0.678 1.1 1.4 -0.5
C -0.422 -1.350 -1.869 -5.2 -0.1 -3.2
N -1.603 -2.049 -2.521 3.8 1.5 1.8
N -0.005 -0.240 -2.485 0.9 -2.7 1.6
H 1.270 1.019 -1.242 0.2 -0.2 2.1
H 1.556 2.049 0.309 -0.2 -1.9 -0.3
H 2.720 1.108 -0.481 2.5 0.2 -0.2
H 2.327 -1.042 0.253 -1.3 1.6 1.6
H 1.505 0.059 1.741 0.9 -1.2 -1.9
H -0.621 -0.139 0.312 0.0 -0.2 -0.4
H -0.091 -1.453 1.354 0.2 0.0 -0.7
H 0.698 -2.480 -0.932 0.2 -0.8 0.8
H -1.784 -2.990 -2.143 0.5 0.4 -0.2
H -1.675 -1.927 -3.520 -0.3 0.0 -0.2
H -0.553 0.327 -3.098 -1.0 1.1 -0.7
H -1.955 2.128 4.452 1.2 -2.4 1.3
H -1.941 2.916 3.197 -0.7 -0.1 1.3
O -2.367 2.857 4.086 -0.7 2.6 -2.4
H 3.905 -2.424 2.582 0.8 1.2 -1.5
H 4.532 -1.870 1.266 3.9 -2.6 -6.6
O 4.139 -1.651 1.993 -4.6 1.4 8.1
H -2.353 1.466 -3.309 -0.7 -0.4 -0.8
H -1.668 2.613 -3.391 1.7 4.2 2.5
O -1.927 2.003 -3.998 -1.2 -4.4 -2.0
H -2.232 3.659 1.276 0.1 -0.3 -0.5
H -1.407 2.289 1.090 -1.3 1.4 -0.6
O -1.926 3.024 0.606 0.9 -1.1 1.0
H -1.597 3.185 -1.045 -0.1 0.6 -0.4
H -0.376 3.112 -1.916 1.3 0.0 0.0
O -1.264 3.422 -1.948 -0.8 -0.1 0.8
H -0.038 1.669 2.482 3.0 0.7 0.8
H -0.787 0.311 2.148 0.3 -0.5 0.7
O -0.825 1.252 2.290 -2.9 -0.2 -0.8
H 3.822 -0.048 -1.301 0.9 -1.0 -0.3
H 4.516 1.211 -1.386 2.0 -3.4 -0.5
O 4.768 0.162 -1.457 -2.6 4.2 0.6
H -1.911 -5.240 -0.671 2.6 1.5 1.0
H -0.283 -5.251 -0.304 -2.8 1.6 -0.3
O -1.117 -4.626 -0.391 0.1 -3.2 -0.8
H -2.531 -1.917 3.213 -0.2 0.0 0.3
H -1.983 -1.653 1.815 -0.2 -0.1 0.5
O -1.847 -1.430 2.751 0.2 0.0 -0.9
```
Positions in Å, forces in eV/Å.

Calculated values
Lowest unoccupied orbital energy (spin up / spin down) ... -4.1564 / -8.0171 eV
Energy above the lowest of the compared OMol25 structures with the same formula, charge and spin ... 4.366 eV
Multiplicity ... 2
Frontier orbital gap (spin up / spin down) ... 9.4184 / 5.5577 eV
Total charge ... +1

Just the natural (NBO) charges please, in e? Sure, here they are:
1 C -0.613
2 C -0.429
3 C -0.262
4 N -0.616
5 C 0.625
6 N -0.684
7 N -0.331
8 H 0.202
9 H 0.240
10 H 0.208
11 H 0.229
12 H 0.243
13 H 0.205
14 H 0.240
15 H 0.420
16 H 0.438
17 H 0.410
18 H 0.421
19 H 0.464
20 H 0.450
21 O -0.915
22 H 0.484
23 H 0.461
24 O -0.940
25 H 0.438
26 H 0.482
27 O -0.928
28 H 0.496
29 H 0.498
30 O -1.002
31 H 0.511
32 H 0.455
33 O -0.968
34 H 0.487
35 H 0.509
36 O -0.954
37 H 0.440
38 H 0.461
39 O -0.894
40 H 0.495
41 H 0.496
42 O -0.985
43 H 0.499
44 H 0.468
45 O -0.956



What did the second record say?
The following is a quantum chemistry calculation of a cluster of 9 separate species, C4H27NO9S in total, from the Open Molecules 2025 dataset.

```
42
Properties=species:S:1:pos:R:3:forces:R:3
C -2.345 -1.124 1.614 -0.3 -1.3 0.0
C -0.905 -0.953 1.166 0.8 -0.2 -0.6
C -0.205 -2.278 0.819 -0.6 -1.0 0.2
S 0.665 -3.162 2.191 -0.3 0.5 -0.2
N -0.777 -0.117 -0.036 -0.2 1.3 -0.5
C -0.654 1.298 0.188 0.2 -0.9 1.5
O -1.864 1.998 0.594 -0.5 0.0 -0.4
H -2.764 -0.303 2.194 -0.1 0.2 -0.3
H -2.920 -1.396 0.727 -0.2 0.7 0.0
H -2.541 -2.026 2.205 0.6 0.1 0.4
H -0.257 -0.474 1.893 -0.3 0.2 0.1
H 0.498 -2.132 0.010 0.2 0.1 0.1
H -0.972 -2.995 0.521 0.1 0.1 -0.3
H 0.469 -4.386 1.684 0.0 0.1 0.1
H -1.496 -0.207 -0.753 -0.1 -0.8 0.4
H -0.333 1.791 -0.720 0.1 0.2 0.0
H 0.021 1.393 1.044 0.4 0.4 -0.5
H -2.299 1.598 1.357 0.4 -0.1 0.0
O -0.292 -2.069 -2.946 1.0 -0.5 -0.5
H -0.148 -1.726 -2.060 -0.8 0.3 0.0
H -1.111 -1.801 -3.361 -0.2 0.4 0.6
O 1.434 0.329 3.060 0.3 -0.6 0.4
H 0.819 -0.356 3.359 -0.2 0.3 0.0
H 2.259 -0.098 3.329 0.2 0.4 -0.2
O -2.659 2.820 -1.847 -0.3 -0.4 -0.3
H -2.162 3.643 -1.856 0.0 -0.1 0.2
H -2.550 2.428 -0.961 0.2 0.6 -0.1
O 2.855 -1.182 -0.315 0.0 0.0 -0.2
H 3.813 -1.146 -0.419 0.0 -0.6 -0.2
H 2.546 -0.861 -1.184 0.2 -0.1 0.2
O 3.713 1.224 0.819 -0.1 -0.1 0.3
H 3.894 0.326 0.502 -0.1 0.5 0.0
H 2.870 1.058 1.266 -0.1 0.2 0.0
O -3.572 -0.245 -1.167 -0.2 0.9 -0.3
H -3.599 0.500 -0.547 0.0 -0.4 0.3
H -3.717 0.256 -1.984 0.0 -0.4 -0.2
O 2.597 -0.100 -3.025 0.5 -0.2 0.3
H 1.723 -0.486 -3.117 -0.4 0.1 -0.2
H 2.519 0.758 -2.594 -0.3 0.1 -0.1
O 2.417 3.269 -0.899 -0.2 0.0 -0.2
H 2.037 4.069 -0.519 0.2 -0.2 0.1
H 2.989 2.864 -0.233 0.0 -0.1 0.1
```
Positions in Å, forces in eV/Å.

Calculated values
Lowest unoccupied orbital energy ... 0.2551 eV
Energy above the lowest of the compared OMol25 structures with the same formula, charge and spin ... 0.346 eV
Frontier orbital gap ... 9.5731 eV

Just the natural (NBO) charges please, in e? Sure, here they are:
1 C -0.651
2 C -0.088
3 C -0.488
4 S -0.084
5 N -0.669
6 C 0.079
7 O -0.787
8 H 0.199
9 H 0.237
10 H 0.228
11 H 0.201
12 H 0.229
13 H 0.213
14 H 0.139
15 H 0.393
16 H 0.200
17 H 0.175
18 H 0.481
19 O -0.969
20 H 0.485
21 H 0.485
22 O -0.942
23 H 0.471
24 H 0.480
25 O -0.986
26 H 0.473
27 H 0.487
28 O -0.957
29 H 0.458
30 H 0.493
31 O -0.965
32 H 0.475
33 H 0.484
34 O -0.947
35 H 0.472
36 H 0.485
37 O -0.959
38 H 0.488
39 H 0.489
40 O -0.973
41 H 0.469
42 H 0.498